1.
Density functional theory data (wB97M-V/def2-TZVPD) for an isolated molecule of C5H6O.

```
! wB97M-V def2-TZVPD RIJCOSX def2/J DEFGRID3
* xyz 0 1
C 0.3159 0.5672 -1.5539
H 1.3185 1.2641 2.4217
C -1.4410 -0.7691 -0.2652
H 2.2320 -0.3091 2.0303
C -0.1388 -0.0145 -0.2654
C 0.6336 0.1745 0.7818
O -0.3084 0.4536 -2.5846
H -1.6572 -1.1897 0.7192
H -2.2606 -0.1057 -0.5592
H -1.4038 -1.5769 -1.0027
C 1.4325 0.3871 1.7893
H 1.2773 1.1184 -1.5112
*
```

Properties
- E: -269.29426 hartree
- Kohn-Sham gap: 10.4 eV
- Molecular weight: 82.102 g/mol
- Relative energy (zero: lowest compared OMol25 entry of this formula, charge and spin): 1.414 eV
- SMILES: C=C=C(C)C=O

Here are the Mulliken charges for atoms 1 to 5, given in e: -0.154, 0.243, -1.090, 0.243, 0.685



2.
Density functional theory data (wB97M-V/def2-TZVPD) for the ion C6H6N2O5S with charge -2 at a distorted geometry.

```
! wB97M-V def2-TZVPD RIJCOSX def2/J DEFGRID3
* xyz -2 1
N 2.0238 -2.6063 0.2048
C 1.4040 0.9880 -0.0337
H 1.9796 1.9062 -0.0795
H 2.5817 -2.7654 -0.6377
H 0.0386 3.1742 0.0991
O -3.1784 -1.2457 -0.2061
H 1.2400 -3.2771 0.2110
C 2.1304 -0.2100 -0.0515
C -0.7522 -0.1119 -0.0283
O -2.8597 0.9752 -1.1428
O -2.8753 0.6657 1.2834
C -0.6790 2.3515 0.1293
C 0.0117 1.0241 0.0130
C -0.0422 -1.4631 -0.0162
S -2.5446 0.0589 -0.0222
O 3.3708 -0.3280 -0.1594
H -1.2288 2.3748 1.0688
H -1.4227 2.4426 -0.6604
N 1.3434 -1.3611 0.0561
O -0.5411 -2.5926 -0.0279
*
```

Properties
- E: -1116.17430 hartree
- Kohn-Sham gap: 6.4 eV
- Molecular weight: 218.190 g/mol
- Relative energy (zero: lowest compared OMol25 entry of this formula, charge and spin): 0.000 eV
- SMILES: CC1=CC(=O)N(N)C(=O)C1=S(=O)([O-])[O-]

Here are the Mulliken charges for atoms 1 to 5, given in e: -0.984, -0.861, 0.232, 0.174, 0.343



3.
Density functional theory data (wB97M-V/def2-TZVPD) for an isolated molecule of C4H8N2O2 at a distorted geometry.

```
! wB97M-V def2-TZVPD RIJCOSX def2/J DEFGRID3
* xyz 0 1
H 2.4358 0.6514 0.1957
H -2.5036 -0.2219 0.1320
H 2.3153 1.5418 -1.1886
N 0.5639 1.7183 0.1383
H -1.5018 -0.1181 -1.2295
C -1.3325 -0.2014 -0.0273
O -1.5691 2.0168 0.7365
N -0.6167 -1.1573 0.7414
C 1.7145 1.0085 -0.5114
H -0.8076 -2.5855 -1.0597
H 0.7993 2.4876 0.7173
C -0.7606 1.2217 0.3129
H 1.3977 0.1288 -1.1966
H -0.2478 -0.9663 1.6584
C -0.2544 -2.3618 -0.0289
O 0.3676 -3.1628 0.6095
*
```

Properties
- E: -417.14038 hartree
- Kohn-Sham gap: 10.4 eV
- Molecular weight: 116.120 g/mol
- Relative energy (zero: lowest compared OMol25 entry of this formula, charge and spin): 3.145 eV
- SMILES: CNC(=O)CNC=O

Here are the Mulliken charges for atoms 1 to 5, given in e: 0.305, 0.251, 0.355, -0.182, 0.283



4.
Density functional theory data (wB97M-V/def2-TZVPD) for a structure of composition C13H20F3N2O at a distorted geometry.

```
! wB97M-V def2-TZVPD RIJCOSX def2/J DEFGRID3
* xyz 1 1
H -1.7216 0.1727 -5.2926
O 0.4773 0.8294 -4.0758
H -1.9211 1.5909 -4.2507
F -4.1681 -0.2915 3.7954
N 2.4167 0.0849 0.3650
C -1.9216 -0.3788 3.0102
H -0.3423 -0.9870 4.3005
C -0.5949 -0.5616 3.3575
F -3.2926 -2.2467 3.5362
H 1.1193 1.5915 -0.3033
C 1.1647 0.6431 0.2318
H 0.3352 -0.9669 -0.7681
C 0.3879 -0.1135 2.4950
H 4.4208 0.4371 -0.1248
C -0.7379 0.3251 -1.9783
H -1.6092 1.2614 0.0814
C 3.4615 0.9638 -0.1070
C -0.6073 0.0671 -3.5316
C -1.8466 0.5014 -4.2717
C -1.2951 0.7069 0.9758
H -3.3249 0.4568 1.6666
H 1.4294 -0.2083 2.7689
H 1.1781 -0.4883 -2.1835
H -0.4359 -1.0375 -3.6489
H -2.7568 0.0578 -3.8421
C -2.9905 -0.9608 3.8826
H 3.6820 -1.5711 0.4436
H 3.2338 1.3140 -1.1127
H 3.1990 -1.0140 2.0246
H 1.3281 0.5937 -3.6548
C 0.0703 0.4342 1.2465
C 2.8174 -1.1813 1.0082
H 2.0746 -1.9964 1.0345
H 3.5104 1.8211 0.5470
N 0.5513 -0.1601 -1.4047
H -0.8968 1.4054 -1.7290
C -2.2700 0.2663 1.8486
F -2.6392 -0.9852 5.1923
H -1.4855 -0.3754 -1.5329
*
```

Properties
- E: -991.42304 hartree
- Kohn-Sham gap: 9.4 eV
- Molecular weight: 277.310 g/mol
- Relative energy (zero: lowest compared OMol25 entry of this formula, charge and spin): 0.754 eV

Here are the Mulliken charges for atoms 1 to 5, given in e: 0.379, -0.498, 0.389, -0.259, 0.290



5.
Density functional theory data (wB97M-V/def2-TZVPD) for an isolated molecule of C6H12O at a distorted geometry.

```
! wB97M-V def2-TZVPD RIJCOSX def2/J DEFGRID3
* xyz 0 1
H 2.2487 1.9578 -0.7791
C -1.5596 -0.4729 -0.1392
H -2.2644 -0.8819 -0.8770
C -1.6550 -1.2389 1.1758
H -2.6680 -1.2449 1.5867
C 1.7876 0.9855 -0.5586
H 0.5519 -0.8159 0.1998
H -0.0037 -1.3872 -1.3470
O 0.4833 1.1698 1.4530
C 0.4562 0.7498 -1.2616
H 2.5215 0.2205 -0.8510
C 1.5578 0.9490 0.9406
H -0.2096 1.6015 -1.0740
H 0.5913 0.6900 -2.3477
H -1.3249 -2.2763 1.0357
C -0.1147 -0.5502 -0.6562
H -0.9892 -0.7685 1.9075
H 2.4416 0.7389 1.5729
H -1.8508 0.5739 0.0192
*
```

Properties
- E: -311.02730 hartree
- Kohn-Sham gap: 11.0 eV
- Molecular weight: 100.161 g/mol
- Relative energy (zero: lowest compared OMol25 entry of this formula, charge and spin): 0.870 eV
- SMILES: CCCCCC=O

Here are the Mulliken charges for atoms 1 to 5, given in e: 0.364, -0.324, 0.401, -1.282, 0.376



6.
Density functional theory data (wB97M-V/def2-TZVPD) for an isolated molecule of C4H7NO2.

```
! wB97M-V def2-TZVPD RIJCOSX def2/J DEFGRID3
* xyz 0 1
O 0.3609 0.8571 -0.0787
H 1.5057 -0.4579 -1.2528
C 1.5590 0.1107 -0.2678
O -0.4290 -1.2648 -0.0937
H -2.0345 0.5341 -1.1527
H -0.6050 0.0150 1.5184
N 2.7100 0.6099 0.0005
H -2.8005 -0.1024 0.3307
C -0.6743 0.0811 0.4247
H -2.1881 1.5712 0.2891
H 2.6081 1.3689 0.6764
C -2.0147 0.5503 -0.0598
C 0.8495 -1.4715 0.0890
H 1.1528 -2.4018 -0.4232
*
```

Properties
- E: -361.69110 hartree
- Kohn-Sham gap (spin up / spin down): 7.8 / 7.9 eV
- Molecular weight: 101.105 g/mol
- Relative energy (zero: lowest compared OMol25 entry of this formula, charge and spin): 5.164 eV

Here are the Mulliken charges for atoms 1 to 5, given in e: -0.380, 0.142, 0.631, -0.258, 0.315



7.
Density functional theory data (wB97M-V/def2-TZVPD) for a cluster of 3 separate species, C5H7NO2 in total at a distorted geometry.

```
! wB97M-V def2-TZVPD RIJCOSX def2/J DEFGRID3
* xyz 0 1
H 1.3838 -1.8936 0.3253
N -2.2772 -0.2203 0.6827
H -0.5230 1.8604 0.5614
C -0.2616 0.8366 0.4263
C 1.9898 1.1626 -0.0607
C 0.3714 -1.7022 -0.0337
H -2.6002 0.9499 -1.0250
O 2.9222 0.2342 0.2437
H -0.3432 -2.2913 0.5462
C 0.0485 -0.3081 0.1506
H 3.8122 0.6265 0.1182
H -4.0688 0.1518 -0.2216
O 2.2191 2.2753 -0.4217
H 0.3024 -1.9889 -1.0841
C -2.9755 0.3073 -0.2078
*
```

Properties
- E: -399.71312 hartree
- Kohn-Sham gap (spin up / spin down): 8.2 / 7.5 eV
- Molecular weight: 113.116 g/mol
- Relative energy (zero: lowest compared OMol25 entry of this formula, charge and spin): 6.869 eV

Here are the Mulliken charges for atoms 1 to 5, given in e: 0.323, -0.486, 0.432, -0.096, 0.352



8.
Density functional theory data (wB97M-V/def2-TZVPD) for a structure of composition C3H8N3OS at a distorted geometry.

```
! wB97M-V def2-TZVPD RIJCOSX def2/J DEFGRID3
* xyz 1 1
H 4.3484 -1.5950 -0.0014
H 0.5613 -0.2725 0.4607
H -2.9693 1.7343 1.1891
N 3.4225 -1.2999 0.1814
C 2.3068 -1.2413 -0.0359
C -2.4432 1.2950 -0.6060
N 1.0647 -1.1139 -0.0846
S -0.2513 1.0277 1.1383
C -1.1238 1.1169 -0.4720
H 0.7033 -2.7210 -1.1900
H 0.6173 2.0290 0.7214
N 0.1479 -1.9165 -0.8348
H -2.8660 1.2473 -1.6018
O -3.4030 1.4951 0.3459
H -0.5160 -2.3768 -0.2390
H -0.3320 0.8701 -1.1651
*
```

Properties
- E: -756.41509 hartree
- Kohn-Sham gap: 8.8 eV
- Molecular weight: 134.184 g/mol
- Relative energy (zero: lowest compared OMol25 entry of this formula, charge and spin): 3.519 eV

Here are the Mulliken charges for atoms 1 to 5, given in e: 0.311, 0.179, 0.299, -0.036, 0.295